This record from the OMol25 dataset describes C12H11AuN2O6S2 as an isolated structure. The level of theory is the ωB97M-V functional and the def2-TZVPD basis.

XYZ file:
```
34
Properties=species:S:1:pos:R:3:forces:R:3:nbo_charge:R:1
Au -0.554679 3.227474 0.500903 -0.33 1.14 -1.12 1.083
O -2.721479 5.648474 2.254403 0.12 -0.54 -0.57 -0.953
S -1.376579 5.132774 2.227503 -1.03 2.53 2.16 2.525
O -0.502979 5.815074 3.147103 0.27 -0.64 -0.50 -0.945
O -1.375179 3.618974 2.468203 0.00 -0.66 0.13 -0.882
O -0.802179 5.160074 0.800503 0.29 0.25 -0.36 -0.938
C 2.866621 -3.538526 -2.958997 0.00 -0.05 -0.03 -0.655
C 2.486121 -2.428126 -2.037797 -0.03 0.11 0.08 0.119
C 2.049721 -1.203926 -2.534397 -0.05 0.11 0.10 -0.241
C 1.649821 -0.194326 -1.674997 -0.03 0.04 -0.02 -0.159
C 1.689221 -0.426726 -0.314097 -0.37 0.51 0.42 -0.378
C 2.138521 -1.627026 0.207803 -0.05 -0.04 0.18 -0.169
C 2.538521 -2.624226 -0.660497 -0.05 0.19 -0.01 -0.240
S 1.133021 0.842174 0.809703 1.74 -0.53 -0.16 2.289
O 1.046821 0.268874 2.117803 -0.28 0.03 -0.08 -0.908
O 1.863921 2.061674 0.604403 0.07 -0.68 -0.14 -0.904
N -0.395779 1.270774 0.249603 -0.45 -0.71 0.54 -0.727
C -1.505779 0.557874 0.487003 -0.02 -1.05 0.03 0.340
C -1.506979 -0.776626 0.953703 0.15 -0.19 0.32 -0.157
C -2.718979 -1.367126 1.230203 -0.04 -0.30 0.03 -0.192
C -3.904179 -0.661126 1.055303 0.31 -0.51 0.09 -0.142
C -3.811179 0.640274 0.573203 0.36 0.54 -0.36 0.076
N -2.663679 1.186374 0.274803 -0.51 1.28 -0.45 -0.386
H 2.858521 -3.208026 -3.991297 0.02 -0.03 -0.16 0.221
H 2.159121 -4.357026 -2.847797 -0.05 -0.14 -0.08 0.228
H 3.853521 -3.923926 -2.719097 0.13 -0.05 0.00 0.229
H 2.018921 -1.042726 -3.600797 -0.01 0.02 -0.12 0.223
H 1.300321 0.763974 -2.028597 0.02 0.06 -0.23 0.235
H 2.161621 -1.756926 1.279603 0.03 -0.09 0.07 0.247
H 2.888621 -3.567126 -0.271597 0.06 -0.13 0.08 0.222
H -0.567079 -1.247826 1.190603 -0.06 -0.28 -0.08 0.245
H -2.745779 -2.384126 1.589603 0.01 -0.07 0.08 0.236
H -4.865979 -1.106326 1.242503 -0.11 -0.10 0.11 0.235
H -4.684479 1.246974 0.375503 -0.11 -0.02 0.05 0.221
```
Positions in Å, forces in eV/Å.

Its HOMO-LUMO gap (alpha / beta) is 0.3148 / 0.1632 Eh. For the HOMO energy (alpha / beta), the calculation gives -9.04 / -8.95 eV. The multiplicity is 3. As for the lowest unoccupied orbital energy (alpha / beta): -0.5 / -4.5 eV. Its charge is 0. For the total energy, the calculation gives -1956.750488 Eh.